Below is 2 unconnected molecules or ions with the total composition C2H9NO, with properties calculated with the ωB97M-V functional and the def2-TZVPD basis.

Geometry as XYZ:
```
13
C2H9NO the ωB97M-V functional and the def2-TZVPD basis
C 1.379 -1.077 0.193
O 0.115 -0.460 -0.169
C 0.034 -0.418 -1.679
H 1.605 -1.843 -0.516
H 2.155 -0.269 0.361
H 1.301 -1.705 1.099
H 0.946 -0.142 -2.361
H -0.206 -1.372 -2.082
H -0.722 0.221 -2.010
N -1.484 1.844 1.489
H -0.591 1.479 1.270
H -2.117 1.097 1.636
H -1.380 2.274 2.446
```

Output
HOMO energy   -0.360 Ha
Frontier orbital gap   10.82 eV
Multiplicity   1
SMILES   COC.N
Net charge   0
Energy   -5756.033 eV
Lowest unoccupied orbital energy   1.0 eV
Energy relative to the best compared isomer or geometry (same formula, charge and spin)   1.490 eV

Here are the Löwdin charges for atoms 1 to 6, given in e: -0.13, -0.25, -0.08, 0.06, 0.10, 0.08